# 1
{
  "formula": "H16O8",
  "method": "ωB97M-V with the def2-TZVPD basis set",
  "relative_energy_ev": 2.752,
  "lumo_energy_ev": 0.00,
  "fmax_ha_per_bohr": 0.0077,
  "total_charge": 0,
  "smiles": "O.O.O.O.O.O.O.O",
  "energy_ha": -611.48147,
  "elements": ["O", "H", "H", "O", "H", "H", "O", "H", "H", "O", "H", "H", "O", "H", "H", "O", "H", "H", "O", "H", "H", "O", "H", "H"],
  "xyz": [[-15.660500, -21.651480, 22.229790], [-16.533720, -22.032460, 22.137230], [-15.819660, -20.756680, 22.530160], [-16.702310, -17.784720, 21.831740], [-17.361940, -18.211130, 21.284660], [-17.207810, -17.255050, 22.448300], [-8.618440, -20.007450, 19.676310], [-7.995020, -20.665900, 19.982890], [-8.122090, -19.188990, 19.675510], [-11.285370, -20.022540, 16.747440], [-10.585540, -20.047050, 16.094860], [-10.831560, -20.079900, 17.588270], [-15.262230, -17.028540, 26.086440], [-15.857930, -16.967820, 25.339660], [-15.333520, -16.178170, 26.520040], [-9.824610, -14.876770, 22.386140], [-9.676230, -14.772580, 21.446270], [-10.463860, -15.586270, 22.450980], [-10.438310, -18.581110, 26.060890], [-10.994110, -17.955140, 26.525090], [-10.785520, -18.594960, 25.168990], [-12.033260, -18.027310, 22.314340], [-11.958230, -18.620920, 21.567190], [-12.900910, -18.206240, 22.676820]],
  "forces_ev_per_a": [[0.189, -0.098, -0.058], [-0.189, -0.154, -0.030], [-0.007, 0.307, 0.080], [0.282, -0.113, 0.112], [-0.144, -0.115, -0.222], [-0.130, 0.175, 0.123], [-0.287, -0.011, -0.155], [0.113, -0.220, 0.095], [0.099, 0.247, 0.014], [-0.265, 0.043, -0.080], [0.151, -0.011, -0.167], [0.173, -0.039, 0.304], [0.128, -0.194, 0.029], [-0.119, -0.026, -0.188], [0.021, 0.218, 0.155], [0.145, 0.182, 0.146], [0.038, 0.052, -0.210], [-0.238, -0.311, 0.059], [0.187, -0.137, 0.132], [-0.131, 0.148, 0.133], [-0.068, -0.006, -0.324], [0.242, 0.237, 0.172], [0.085, -0.180, -0.218], [-0.275, 0.004, 0.098]],
  "nbo_charge": [-0.94, 0.47, 0.47, -0.94, 0.47, 0.47, -0.94, 0.47, 0.47, -0.94, 0.47, 0.48, -0.93, 0.46, 0.47, -0.94, 0.46, 0.48, -0.94, 0.47, 0.47, -0.95, 0.48, 0.47]
}


# 2
{
  "formula": "C3H2O4",
  "method": "ωB97M-V with the def2-TZVPD basis set",
  "relative_energy_ev": 7.313,
  "lumo_energy_ev": 0.24,
  "fmax_ha_per_bohr": 0.0651,
  "total_charge": 0,
  "energy_ha": -416.21606,
  "elements": ["C", "C", "C", "O", "O", "O", "O", "H", "H"],
  "xyz": [[-0.978410, 0.606292, -0.157382], [-1.088153, -0.754109, 0.113782], [1.241176, 0.329786, 0.144349], [0.299533, 1.109313, 0.255162], [-0.030333, -1.432143, 0.305965], [1.973532, -0.274960, -0.751942], [2.495779, 0.242764, 0.489444], [-1.764935, 1.206885, -0.501655], [-2.148191, -1.033828, 0.102275]],
  "forces_ev_per_a": [[-0.228, -2.941, 0.637], [0.674, 2.520, -1.197], [-0.464, -2.651, -0.383], [-0.420, 1.667, 0.077], [-0.074, 0.534, 0.918], [-0.524, -0.961, -3.137], [0.900, 1.398, 2.904], [-0.230, 1.453, 0.096], [0.366, -1.019, 0.085]],
  "nbo_charge": [-0.20, 0.21, 1.01, -0.39, -0.65, -0.17, -0.19, 0.22, 0.17]
}


# 3
{
  "formula": "C5H8O2S",
  "method": "ωB97M-V with the def2-TZVPD basis set",
  "relative_energy_ev": 1.543,
  "lumo_energy_ev": 0.73,
  "fmax_ha_per_bohr": 0.0422,
  "total_charge": 0,
  "smiles": "OC[C@H]1C=CSCO1",
  "energy_ha": -743.93069,
  "elements": ["O", "C", "C", "C", "C", "S", "C", "O", "H", "H", "H", "H", "H", "H", "H", "H"],
  "xyz": [[-1.263213, 0.319737, -2.264514], [-0.484634, -0.575535, -1.527043], [-0.741512, -0.384481, 0.015530], [0.258702, -1.197318, 0.842572], [1.181046, -0.795161, 1.731783], [1.232660, 0.933188, 2.145462], [0.363986, 1.648693, 0.604399], [-0.838451, 0.989635, 0.302295], [-1.035530, 1.179948, -1.900651], [-0.813326, -1.575163, -1.831884], [0.582858, -0.418319, -1.746207], [-1.761979, -0.750125, 0.247941], [0.184816, -2.238061, 0.520269], [1.884504, -1.467609, 2.185710], [1.021454, 1.651867, -0.251032], [0.228618, 2.678706, 0.925369]],
  "forces_ev_per_a": [[-0.070, 0.235, -0.128], [-0.040, -0.272, 0.816], [0.097, -0.769, 0.018], [0.041, -0.110, -0.598], [-1.553, 0.852, -1.250], [-0.115, 0.119, -0.952], [0.537, -0.990, 1.316], [0.259, 1.158, 0.599], [-0.341, 0.325, -0.084], [0.389, 0.053, 0.154], [-0.095, -0.286, 0.080], [0.479, 0.023, -0.216], [0.343, 0.034, 0.338], [0.108, -0.055, 0.252], [0.580, -0.273, -0.168], [-0.618, -0.046, -0.176]],
  "nbo_charge": [-0.70, -0.08, 0.04, -0.24, -0.35, 0.17, -0.16, -0.53, 0.47, 0.19, 0.16, 0.21, 0.21, 0.23, 0.18, 0.21]
}


Number 1: HOMO -11.13 eV. Number 2: HOMO -8.42 eV. Number 3: HOMO -8.59 eV.